No. 1
6 unconnected molecules or ions with the total composition C30H38O20P2. Source: OMol25; level of theory: the ωB97M-V functional and the def2-TZVPD basis.

Atoms and positions in Å:
1 P 4.2321 2.7297 -1.4059
2 P 3.1136 4.2437 -0.2248
3 O 0.4400 1.0475 -9.9889
4 O -2.4032 -4.5063 -3.4066
5 O 0.9374 -2.4731 6.2085
6 O -3.4030 -3.7643 -1.5286
7 O 2.5892 0.7527 4.3621
8 O -4.7929 4.5471 -0.5533
9 O -4.6617 2.3752 0.1624
10 O 2.1467 0.6836 -8.5052
11 O -0.7138 -3.8164 7.0535
12 O 2.1570 2.0579 2.5769
13 O -2.8049 3.4868 -0.5871
14 O 0.3075 1.7956 -7.8284
15 O 1.4695 3.6348 -0.0505
16 O -3.2289 -2.3712 -3.3384
17 O 3.8182 4.1305 1.4024
18 O 4.2924 1.3115 2.9367
19 O 1.4196 1.5987 -2.8641
20 O -1.2603 -2.1311 5.6613
21 O 0.8419 -3.4302 0.1681
22 O 3.1991 5.6974 -0.8393
23 C -3.2213 -5.1630 -1.3989
24 C -2.8344 -4.9711 7.2937
25 C -2.0716 -6.8558 -2.8989
26 C 3.8328 1.0796 -0.4853
27 C -0.2741 -1.5148 -1.1682
28 C 3.1202 1.3700 3.2629
29 C 0.9373 -2.1511 -0.2581
30 C -0.2384 -2.7780 6.3005
31 C 4.9341 0.6340 0.6912
32 C 0.9166 1.6597 3.1328
33 C -2.1117 -5.4326 -2.3704
34 C 1.2950 1.3093 4.5406
35 C 0.3588 0.3219 5.2152
36 C 1.0509 1.4497 -6.6689
37 C -3.7902 5.5148 -0.8068
38 C 3.3035 -1.6196 1.2252
39 C -2.1212 -3.6411 7.1236
40 C -2.6686 4.6791 -1.3465
41 C 2.4241 1.2475 -7.2358
42 C 4.6472 -0.7350 1.5553
43 C 0.9203 1.1636 -8.8755
44 C -3.0287 -3.4484 -2.8059
45 C -2.4072 -2.9458 5.8265
46 C 1.3468 0.6154 -1.9634
47 C 2.4781 0.2274 -0.8407
48 C -4.1350 3.3777 -0.2864
49 C -0.0702 -0.2678 -1.9571
50 C -1.2893 5.2898 -1.1704
51 C 0.9615 2.5370 -5.6124
52 C 2.2421 -1.1737 0.0381
53 H -1.1345 -5.1585 -1.9533
54 H -2.9526 -5.4262 -0.3719
55 H -0.1330 0.7978 6.0702
56 H -2.4698 -3.6252 4.9691
57 H 0.5410 0.8080 2.5547
58 H -3.4290 -5.2346 6.4123
59 H 0.6750 2.1001 -4.6500
60 H 1.3851 3.1886 0.8599
61 H -3.5344 -4.9149 8.1340
62 H -0.8457 5.4995 -2.1494
63 H -2.1119 -6.8874 -3.9923
64 H -4.1421 6.2595 -1.5263
65 H -0.4403 -0.0114 4.5443
66 H 3.0308 0.5662 -6.6324
67 H -0.9662 0.1462 -2.6254
68 H -2.3266 -2.9914 7.9837
69 H 3.7820 2.7050 -2.7734
70 H 3.1330 -2.5923 1.8815
71 H 1.4084 2.2057 5.1631
72 H -4.1640 -5.6557 -1.6620
73 H -2.8944 -7.4634 -2.5069
74 H 1.9240 3.0348 -5.4522
75 H -1.3112 -2.0643 -1.2317
76 H 5.8836 1.3134 0.8723
77 H -3.3140 -2.3358 5.8686
78 H 3.4540 3.2869 1.8336
79 H 0.6325 0.5126 -6.2807
80 H -0.6121 4.6214 -0.6292
81 H 0.2196 3.2990 -5.8714
82 H -2.8317 4.4157 -2.3992
83 H 0.8911 -0.5618 5.5811
84 H -2.1338 -5.7884 7.4921
85 H -1.1456 -7.3465 -2.5808
86 H -3.5499 6.0133 0.1390
87 H 5.4411 -0.9964 2.4048
88 H -1.3278 6.2456 -0.6367
89 H 0.1897 2.4754 3.0846
90 H 2.9767 2.1810 -7.3902

Computed properties:
Orbital gap, eV: 6.7
HOMO level, hartree: -0.3306
Net charge: 0

No. 2
A molecular structure, C30H39BeF11KLiNO15PS2. Source: OMol25; level of theory: the ωB97M-V functional and the def2-TZVPD basis.

Atoms and positions in Å:
1 K 6.1442 -6.5925 5.0088
2 S 1.8325 3.0199 1.3575
3 S -3.2636 2.8595 -2.4975
4 P 1.6135 1.7898 -0.4624
5 F -3.1582 1.2783 -2.8865
6 F -3.9515 3.6741 -0.0528
7 F 2.9555 -8.3673 -0.0295
8 F -1.6551 3.1114 -2.5338
9 F -1.1932 3.3990 0.2646
10 F -4.9502 2.7966 -2.5509
11 F -3.5811 2.6920 5.1902
12 F -4.2266 1.4787 -0.4586
13 F -3.4431 4.5267 -2.2238
14 F -3.3088 3.2081 -4.1078
15 F -2.4065 1.9647 1.4458
16 O 2.2771 -2.4097 -3.8928
17 O -7.0529 4.9577 -2.6872
18 O 0.2361 -1.2124 -2.1159
19 O -1.6635 2.0146 4.2303
20 O -12.0886 3.8493 -1.4461
21 O 4.5914 -0.3246 2.0869
22 O 2.4328 -1.6091 -1.7519
23 O -0.2702 2.2732 5.9844
24 O 5.2334 2.6417 -0.9047
25 O -11.4262 6.4413 -1.8614
26 O -7.7434 2.3390 -2.3546
27 O 0.5613 1.7428 3.9552
28 O 3.3780 -6.1195 0.1841
29 O 3.3464 2.3722 -4.2731
30 O 5.9616 -3.4140 1.2592
31 N 3.5106 -7.2575 4.5549
32 C -1.2108 0.9835 -0.3624
33 C -8.2316 4.7211 -2.4158
34 C 4.4572 1.7389 -1.1452
35 C 1.3250 4.4099 -2.0161
36 C -3.3539 2.5528 -0.6594
37 C 1.4879 0.8340 -2.1052
38 C -0.3673 1.9887 4.6548
39 C 2.4812 -4.1399 -2.1253
40 C -8.6717 3.3080 -2.2106
41 C 2.5689 3.0605 -5.1190
42 C 3.3781 4.2798 -5.6152
43 C 4.5726 -6.3244 0.8840
44 C -10.9336 4.0727 -1.7455
45 C 3.3931 1.1519 -0.1241
46 C -9.2261 5.7764 -2.2907
47 C -1.5735 2.6386 6.4223
48 C 1.3554 -0.7237 -1.9752
49 C 3.8220 -9.4430 4.2989
50 C 4.4541 -8.2593 4.5819
51 C 5.0816 -2.4941 1.1514
52 C 2.2907 -7.7974 4.2479
53 C 1.4303 3.3606 -1.4179
54 C 2.3724 -2.6710 -2.7231
55 C 5.4792 -1.2337 2.1899
56 C -2.0098 2.2677 0.1081
57 C -2.4499 1.9753 5.4029
58 C -10.4953 5.4827 -1.9787
59 C 0.2097 0.8331 0.3709
60 C 2.4519 -9.1495 4.0862
61 C -9.9372 3.0130 -1.8956
62 Be 4.5055 -10.6136 2.2184
63 Li -5.3937 6.1921 -2.4478
64 H 6.5157 -0.9601 1.9302
65 H 3.6653 4.9386 -4.7899
66 H 3.0747 -4.0266 -1.1617
67 H 4.2914 -10.4095 4.2494
68 H -1.6681 3.7274 6.4129
69 H -2.7085 0.9391 5.6370
70 H 5.4812 -8.0414 4.8007
71 H 5.6112 -1.7036 3.1810
72 H 2.3787 1.0275 -2.8016
73 H 4.6000 -5.6666 1.7629
74 H -1.8269 0.1015 0.0142
75 H -1.7631 2.2786 7.4335
76 H -1.1533 0.8621 -1.4778
77 H -10.2690 1.9954 -1.7420
78 H 3.7097 1.5307 0.8949
79 H 2.7711 4.8736 -6.3141
80 H 3.4283 0.0182 -0.0361
81 H -8.8963 6.7927 -2.4599
82 H 0.5951 1.2617 -2.6683
83 H 4.4963 1.2355 -2.1738
84 H -12.2551 5.9752 -1.6300
85 H 1.4150 -7.1731 4.1715
86 H 2.0113 2.2113 2.4537
87 H 4.0400 -2.7595 1.4033
88 H 1.6708 -9.8512 3.8398
89 H 3.6855 -6.2789 4.7311
90 H 1.4528 -4.5205 -1.8679
91 H 1.6162 3.4847 -4.7258
92 H 3.0356 -4.7641 -2.8751
93 H 5.4126 -6.0888 0.2298
94 H 0.0600 1.3126 1.3914
95 H 4.6376 -7.3731 1.1956
96 H -6.9113 2.7954 -2.5795
97 H 2.2189 2.5502 -6.0414
98 H 4.9614 -2.0248 0.1595
99 H 2.6547 -6.3388 0.7799
100 H 0.4559 -0.2536 0.6063
101 H 4.2841 3.9753 -6.1463
102 H 1.2664 5.4315 -2.4630

Computed properties:
Orbital gap, eV: 1.1
HOMO level, hartree: -0.1697
Net charge: 0

No. 3
A molecular structure, C30H39CoO3Sb. Source: OMol25; level of theory: the ωB97M-V functional and the def2-TZVPD basis.

Atoms and positions in Å:
1 Sb -1.6542 1.2678 -0.8944
2 Co 0.1360 -0.4204 -0.3661
3 O -0.0543 -1.5839 1.1887
4 O 1.1167 -1.9245 3.1191
5 O 1.9998 0.1738 0.3206
6 C 4.6648 -2.7484 -0.4215
7 C 4.1637 1.5724 4.2108
8 C -2.8187 0.5713 -3.7883
9 C 2.6578 0.3872 2.6441
10 C -3.2109 0.5093 1.6150
11 C -1.8745 1.5679 -3.2056
12 C -2.1793 2.9831 -3.6239
13 C -1.3950 -2.7855 -3.0881
14 C -2.5296 -4.7335 -2.1469
15 C 3.9851 -2.2473 2.2589
16 C 0.5955 -1.8317 -1.9430
17 C 3.7562 -1.7519 -0.1368
18 C -4.6065 1.4858 -0.3336
19 C 3.3712 -1.5668 1.2007
20 C 3.9590 0.7115 3.1345
21 C -0.4230 -2.8224 -2.0773
22 C 1.7586 1.9952 4.2201
23 C 1.5450 1.1044 3.2340
24 C 0.2800 3.6111 -0.0882
25 C 0.9795 -1.4220 2.0050
26 C -2.2040 4.2207 0.0875
27 C -1.1160 3.1079 0.2838
28 C 4.9231 -3.2902 1.8884
29 C 5.2844 -3.4946 0.5413
30 C -2.4421 -3.7796 -3.1157
31 C -0.5575 -3.8732 -1.0814
32 C -3.4899 0.5848 0.0991
33 C 2.2705 -0.5926 1.5359
34 C 3.1026 2.2830 4.7218
35 C -1.5865 -4.7698 -1.1101
36 H 0.7765 -1.2892 -2.8450
37 H -3.2449 -3.6842 -3.8712
38 H 0.1564 -3.8161 -0.2713
39 H -5.6273 0.9937 -0.0340
40 H 5.3637 -3.9064 2.6741
41 H -2.0164 5.0206 0.8581
42 H 3.6617 -2.1778 3.2802
43 H 6.1112 -4.1266 0.2743
44 H 5.1075 1.6662 4.7213
45 H -1.5330 -5.6686 -0.4795
46 H -2.2589 3.1382 -4.7177
47 H -2.8726 -0.3695 -3.2853
48 H 3.1459 3.1304 5.4903
49 H 0.9810 2.4992 4.7522
50 H -1.4556 -1.9509 -3.7669
51 H -1.1077 2.7777 1.3613
52 H 0.5502 0.7817 2.9897
53 H -0.8453 1.3225 -3.4949
54 H 4.7348 -3.0348 -1.4736
55 H -4.6612 2.4367 0.1720
56 H 2.1795 1.1038 0.5188
57 H 0.1769 4.4256 -0.8118
58 H -3.3014 -5.4985 -2.1809
59 H 0.9070 2.8474 -0.4679
60 H -2.6788 0.3994 -4.8443
61 H -3.6128 -0.4340 -0.3011
62 H -2.4201 -0.2149 1.8587
63 H 4.8541 0.3965 2.5576
64 H -1.3633 3.6053 -3.2004
65 H 1.5541 -2.1602 -1.5400
66 H -3.8699 0.9691 -3.7276
67 H -4.0542 0.3089 2.2302
68 H 3.4382 -1.0331 -0.8740
69 H -2.1023 4.6292 -0.9184
70 H 0.8009 4.0234 0.7871
71 H -4.7031 1.6616 -1.4280
72 H -2.9050 1.4577 2.0947
73 H -3.1952 3.8607 0.1983
74 H -3.0782 3.4099 -3.1734

Computed properties:
Orbital gap (spin up / spin down), eV: 8.9 / 5.6
HOMO level (spin up / spin down), hartree: -0.4114 / -0.4143
2S+1: 5
Net charge: +1
Expectation value of S²: 6.04

No. 4
A molecular structure, C30H39IrN6O5S2. Source: OMol25; level of theory: the ωB97M-V functional and the def2-TZVPD basis.

Atoms and positions in Å:
1 Ir -11.4880 -9.0956 10.1809
2 S -11.3896 -7.3030 11.6650
3 S -11.1508 -11.0173 11.4232
4 O -15.5215 -8.9553 9.5342
5 O -13.4160 -6.6848 7.5084
6 O -11.5844 -10.4241 8.5543
7 O -13.5128 -9.2955 10.3967
8 O -12.1050 -7.6538 9.0100
9 N -8.7971 -12.2999 11.1600
10 N -13.7676 -6.0582 11.4940
11 N -9.5359 -13.2224 11.6882
12 N -8.8163 -10.1109 10.4151
13 N -13.6811 -7.8050 12.9732
14 N -9.4899 -9.0856 9.8724
15 C -9.4936 -11.1187 11.0422
16 C -7.6952 -8.7971 8.3368
17 C -11.3486 -14.8553 9.0135
18 C -15.8479 -9.8579 14.9323
19 C -13.8420 -10.0887 8.1636
20 C -11.8022 -10.9681 6.2648
21 C -10.5152 -15.3569 11.6678
22 C -11.6272 -9.7621 7.1577
23 C -13.0156 -3.1241 12.0993
24 C -10.5684 -13.9418 9.6666
25 C -14.3959 -9.4038 9.3878
26 C -8.7413 -8.2319 9.0626
27 C -11.8212 -15.9488 9.7240
28 C -15.0637 -8.0944 13.0787
29 C -7.7962 -6.9029 6.8115
30 C -12.2205 -2.3058 13.1020
31 C -12.9749 -9.0741 7.2998
32 C -14.9418 -9.2842 16.0667
33 C -12.8442 -7.6933 7.9230
34 C -9.1512 -6.8870 8.8522
35 C -12.1348 -4.2266 11.3521
36 C -12.9488 -11.2891 8.2842
37 C -13.0884 -7.0930 12.0027
38 C -13.1027 -5.1759 10.5277
39 C -8.8057 -6.3188 7.6467
40 C -11.3859 -16.2202 11.0091
41 C -12.6956 -11.9831 6.9663
42 C -15.2980 -9.5902 13.4816
43 C -10.1601 -14.1811 11.0068
44 C -7.2790 -8.1644 7.1804
45 H -14.9152 -8.2043 16.0740
46 H -6.5621 -8.7162 6.5951
47 H -12.3577 -16.6927 9.1906
48 H -15.6008 -8.1350 12.1224
49 H -10.7389 -9.1344 7.0947
50 H -10.2758 -13.1299 9.0145
51 H -7.3507 -9.8200 8.6973
52 H -10.2462 -15.4853 12.7270
53 H -15.2115 -9.6290 17.0475
54 H -16.8946 -9.5810 15.0524
55 H -9.4457 -5.4922 7.2786
56 H -11.6678 -14.6813 8.0169
57 H -11.5731 -4.7729 12.0544
58 H -14.7966 -6.1453 11.3950
59 H -11.2185 -2.0096 12.7768
60 H -15.8523 -10.9088 15.0725
61 H -13.2088 -11.9562 9.1226
62 H -14.8778 -10.2805 7.7290
63 H -13.9987 -3.5152 12.4812
64 H -13.6144 -8.9810 6.4063
65 H -13.8634 -4.6059 9.9692
66 H -12.5637 -5.7269 9.7132
67 H -9.7626 -6.2912 9.5301
68 H -14.3058 -10.0955 13.5365
69 H -15.6190 -7.3392 13.7049
70 H -13.8458 -9.5018 15.9423
71 H -13.4280 -2.3812 11.3648
72 H -11.7152 -17.1524 11.4494
73 H -10.7961 -11.3675 6.0856
74 H -13.0331 -8.3663 13.4705
75 H -9.6250 -13.2592 12.6847
76 H -12.1956 -2.7511 14.1046
77 H -12.1593 -10.6356 5.2878
78 H -12.1651 -12.9097 7.1568
79 H -12.7085 -1.3019 13.3340
80 H -15.8527 -10.1433 12.7082
81 H -11.3982 -3.6867 10.6494
82 H -7.4223 -6.4502 5.8527
83 H -13.6164 -12.1877 6.4143

Computed properties:
Orbital gap (spin up / spin down), eV: 5.5 / 5.8
HOMO level (spin up / spin down), hartree: -0.1925 / -0.3026
Energy relative to the best compared isomer or geometry (same formula, charge and spin), kcal per mole: 80.90
2S+1: 5
Net charge: 0
Expectation value of S²: 6.06

No. 5
A gas-phase ion, C30H39N4O2 (charge +1). Source: OMol25; level of theory: the ωB97M-V functional and the def2-TZVPD basis.

Atoms and positions in Å:
1 O 6.3606 2.1871 6.5658
2 O 4.8854 -7.2014 -0.7769
3 N 2.1107 -0.0991 2.5828
4 N 4.3711 -4.2006 1.0602
5 N 0.4072 1.4959 2.5328
6 N 5.4389 -6.2129 1.2204
7 C -0.5475 0.7027 3.3047
8 C 4.3281 1.4224 3.6421
9 C 2.2956 -5.9065 -1.7254
10 C 4.8202 -5.1565 3.3664
11 C 2.6090 -6.4677 -4.0630
12 C -0.0809 -0.7019 3.3589
13 C 5.3277 -4.9207 1.9308
14 C 1.4226 -0.7646 3.5891
15 C 4.1280 -4.9294 -0.2254
16 C 1.7778 -7.5824 -3.9118
17 C 1.1402 -7.8087 -2.6850
18 C 3.8591 -2.1695 2.3449
19 C 5.0192 2.1060 4.6076
20 C 5.6941 -0.0092 5.6087
21 C 6.7615 -4.3332 2.0517
22 C -0.1321 2.7244 1.9517
23 C 2.6397 -5.0754 -0.5131
24 C 2.0867 2.1189 1.0584
25 C 0.9960 3.2234 1.0571
26 C 1.3502 -6.9340 -1.6121
27 C 4.9569 -0.6631 4.6162
28 C 3.4834 -0.6559 2.4352
29 C 4.8467 -6.2602 -0.0141
30 C 2.8769 -5.6329 -2.9697
31 C 4.3115 0.0352 3.6036
32 C 5.7700 1.4149 5.5922
33 C 6.1747 -7.3594 1.6933
34 C 3.6795 -3.0139 1.2848
35 C 7.1810 1.6090 7.6146
36 C 1.5735 1.0870 2.1156
37 H 3.9270 -5.7963 3.3681
38 H 1.6400 -0.4370 4.6166
39 H 3.6438 -0.1831 1.4453
40 H 8.0469 1.0838 7.1906
41 H 4.6378 -4.4240 -1.0841
42 H 5.6063 -5.6544 3.9603
43 H -0.2865 -1.2137 2.4181
44 H 1.6201 -8.2649 -4.7459
45 H 6.7404 -3.2625 2.2714
46 H 4.5829 -4.2130 3.8614
47 H 1.4120 4.1661 1.4252
48 H -1.4858 0.8114 2.7719
49 H 2.1593 -5.5262 0.3640
50 H -0.6038 1.1107 4.3099
51 H -1.0321 2.4591 1.3692
52 H 2.1508 1.6525 0.0600
53 H 3.5447 -4.7687 -3.0623
54 H 2.2311 -4.0677 -0.6497
55 H 7.3438 -4.5249 1.1374
56 H 0.5911 3.3723 0.0462
57 H 5.0321 -1.7553 4.6384
58 H 6.0181 -8.1666 0.9742
59 H 7.2956 -4.8463 2.8710
60 H 3.8754 2.0309 2.8465
61 H 7.5303 2.4647 8.1965
62 H -0.5988 -1.2352 4.1658
63 H 5.0131 3.1854 4.6622
64 H 3.1108 2.5211 1.2202
65 H 3.0640 -6.2385 -5.0290
66 H 6.1774 -0.5876 6.3990
67 H 0.4715 -8.6639 -2.5547
68 H -0.4043 3.4387 2.7485
69 H 0.8156 -7.0535 -0.6597
70 H 7.2499 -7.1615 1.7613
71 H 1.7656 -1.8014 3.5489
72 H 4.5732 -2.5303 3.0946
73 H 3.2036 -2.6662 0.3431
74 H 6.5952 0.9448 8.2669
75 H 5.8003 -7.6756 2.6709

Computed properties:
Orbital gap, eV: 8.1
HOMO level, hartree: -0.3839
Energy relative to the best compared isomer or geometry (same formula, charge and spin), kcal per mole: 15.14
Net charge: +1

Number 1: DFT total energy -91243.3132 eV, F_max 8.224 eV/A. Number 2: DFT total energy -141703.2760 eV, F_max 6.438 eV/A. Number 3: DFT total energy -82040.0720 eV, F_max 3.615 eV/A. Number 4: DFT total energy -75424.2534 eV, F_max 5.569 eV/A. Number 5: DFT total energy -41791.3757 eV, F_max 3.202 eV/A.